Model i:
A 2-piece molecular cluster, C4H8INS overall. Source: OMol25; level of theory: ωB97M-V with the def2-TZVPD basis set.

ORCA input file:
```
! RIJCOSX wB97M-V def2-TZVPD def2/J DEFGRID3
* xyz 0 1
C 1.537 0.483 2.186
C 0.517 -1.123 -1.038
C -1.504 1.498 0.166
C 0.928 -0.021 -0.130
N 1.093 -0.297 1.187
S 1.516 -0.026 3.743
I 2.059 1.539 -0.982
H 1.918 1.457 1.905
H 1.384 -1.700 -1.380
H 0.017 -0.728 -1.922
H -0.167 -1.799 -0.526
H -1.016 2.291 0.686
H -2.046 0.761 0.721
H -1.717 1.613 -0.876
H 0.719 -1.190 1.505
*
```

Summary:
LUMO (spin up / spin down) ... -0.5 / 0.0 eV
Highest occupied orbital energy (spin up / spin down) ... -8.61 / -7.17 eV
Kohn-Sham gap (spin up / spin down) ... 0.29806 / 0.26216 Eh

=====

Model ii:
A 2-piece molecular cluster, C4H8INS overall. Source: OMol25; level of theory: ωB97M-V with the def2-TZVPD basis set.

ORCA input file:
```
! RIJCOSX wB97M-V def2-TZVPD def2/J DEFGRID3
* xyz 0 1
C 0.369 -2.632 0.305
C -0.045 0.777 -1.153
C -0.530 0.349 1.515
C 0.620 -0.263 -0.301
N 0.242 -1.567 -0.554
S 0.007 -4.201 0.125
I 2.805 0.005 -0.020
H 0.899 -2.355 1.235
H 0.383 0.785 -2.139
H 0.099 1.688 -0.650
H -1.008 0.554 -1.137
H 0.289 0.701 2.125
H -1.166 -0.525 1.913
H -1.099 1.087 0.948
H -0.225 -1.721 -1.471
*
```

Summary:
LUMO ... -0.1 eV
Highest occupied orbital energy ... -8.48 eV
Kohn-Sham gap ... 0.30737 Eh

=====

In terms of stability, model ii leads; the second structure lies 0.494 eV higher.

=====

Model i:
H30NeO15 as an isolated structure. Source: OMol25; level of theory: ωB97M-V with the def2-TZVPD basis set.

ORCA input file:
```
! RIJCOSX wB97M-V def2-TZVPD def2/J DEFGRID3
* xyz 0 1
Ne 0.332 -0.045 0.041
O -3.029 -1.632 0.289
H -2.828 -1.615 1.224
H -2.411 -2.263 -0.078
O -1.121 -0.320 -3.612
H -0.725 -1.111 -3.247
H -1.665 -0.635 -4.334
O 2.527 1.096 2.626
H 2.215 1.832 2.101
H 3.481 1.150 2.574
O 0.023 0.132 3.521
H 0.977 0.081 3.583
H -0.145 0.973 3.097
O 1.302 3.035 -0.019
H 1.367 3.987 -0.093
H 1.257 2.727 -0.925
O -0.923 -3.221 -0.375
H -1.197 -4.137 -0.323
H -0.269 -3.127 0.317
O 2.767 -2.334 -2.733
H 1.824 -2.188 -2.659
H 3.110 -2.138 -1.861
O 3.448 -0.594 -0.508
H 2.839 -0.289 0.164
H 3.994 0.168 -0.702
O -2.534 2.838 0.976
H -2.702 3.687 0.567
H -2.488 2.223 0.243
O -2.498 -1.240 3.022
H -1.639 -0.864 3.213
H -3.118 -0.542 3.235
O -2.220 1.566 -1.743
H -2.991 1.054 -1.498
H -1.617 0.926 -2.120
O 1.498 2.592 -2.659
H 2.430 2.687 -2.857
H 1.162 2.027 -3.355
O 0.579 -2.418 1.896
H 1.510 -2.624 1.976
H 0.506 -1.515 2.205
O -0.288 2.920 2.748
H -0.603 2.816 1.851
H -0.785 3.662 3.093
O -0.127 -2.909 -3.040
H -0.692 -3.390 -3.644
H -0.536 -3.025 -2.183
*
```

Summary:
LUMO ... 0.0 eV
Highest occupied orbital energy ... -10.08 eV
Kohn-Sham gap ... 0.37212 Eh

=====

Model ii:
H30NeO15 as an isolated structure. Source: OMol25; level of theory: ωB97M-V with the def2-TZVPD basis set.

ORCA input file:
```
! RIJCOSX wB97M-V def2-TZVPD def2/J DEFGRID3
* xyz 0 1
Ne -0.059 0.002 0.068
O -3.191 -0.857 -1.652
H -2.515 -0.451 -2.196
H -3.992 -0.382 -1.872
O 3.730 1.486 1.360
H 3.424 1.382 0.459
H 3.727 2.432 1.507
O -2.409 2.754 -0.105
H -2.479 1.917 0.355
H -3.107 2.728 -0.759
O -0.106 -3.705 -1.171
H 0.574 -4.334 -1.413
H 0.218 -3.299 -0.367
O 1.388 0.594 2.645
H 1.570 -0.321 2.860
H 2.172 0.892 2.183
O 0.906 1.275 -3.891
H 1.623 1.909 -3.867
H 1.264 0.491 -3.475
O 2.861 -2.168 2.882
H 2.091 -2.432 2.379
H 3.251 -2.992 3.174
O -2.212 -1.686 1.176
H -2.787 -1.742 0.413
H -2.730 -2.048 1.895
O -2.859 0.855 1.899
H -2.667 0.044 1.428
H -3.791 0.796 2.107
O 0.382 3.211 -0.709
H -0.563 3.063 -0.673
H 0.518 3.695 -1.524
O 2.589 1.201 -1.043
H 1.710 1.508 -0.818
H 2.495 0.253 -1.137
O 2.434 -1.666 -1.282
H 1.921 -1.491 -0.493
H 1.825 -2.113 -1.869
O 0.598 -2.604 1.175
H -0.281 -2.224 1.162
H 0.472 -3.487 1.522
O -0.845 1.990 3.372
H -1.592 1.707 2.844
H -0.113 1.460 3.055
O -1.893 0.410 -3.792
H -1.133 0.919 -3.510
H -2.418 1.026 -4.304
*
```

Summary:
LUMO ... -0.3 eV
Highest occupied orbital energy ... -9.40 eV
Kohn-Sham gap ... 0.33490 Eh

=====

In terms of stability, model i leads; the second structure lies 0.345 eV higher.

=====

Model i:
C7H8 as an isolated structure. Source: OMol25; level of theory: ωB97M-V with the def2-TZVPD basis set.

ORCA input file:
```
! RIJCOSX wB97M-V def2-TZVPD def2/J DEFGRID3
* xyz 0 1
C -2.136 -0.908 -0.241
C -1.329 -0.139 0.417
C 1.259 -1.533 -0.009
C 0.479 -1.047 -0.951
C 1.288 -0.170 0.711
C 0.185 0.231 -0.168
C -0.038 1.539 -0.817
H -3.127 -1.424 -0.250
H -1.524 0.185 1.416
H 1.590 -2.514 0.237
H 1.201 -0.366 1.838
H 2.316 0.433 0.588
H -0.977 1.664 -1.382
H 0.851 1.744 -1.453
H -0.038 2.304 0.065
*
```

Summary:
LUMO (spin up / spin down) ... -0.4 / 0.1 eV
Highest occupied orbital energy (spin up / spin down) ... -8.43 / -8.70 eV
Kohn-Sham gap (spin up / spin down) ... 0.29450 / 0.32186 Eh

=====

Model ii:
An isolated molecule of C7H8. Source: OMol25; level of theory: ωB97M-V with the def2-TZVPD basis set.

ORCA input file:
```
! RIJCOSX wB97M-V def2-TZVPD def2/J DEFGRID3
* xyz 0 1
C 2.041 -0.028 -0.084
C 0.597 0.073 0.344
C -0.512 -0.974 0.124
C -1.302 -0.065 -0.799
C -1.688 -0.282 0.725
C -1.589 1.136 0.500
C -0.367 1.068 -0.333
H 2.486 0.959 0.099
H 2.566 -0.736 0.568
H 2.218 -0.297 -1.128
H -0.467 -2.058 0.044
H -1.973 -0.243 -1.630
H -2.569 -0.772 1.116
H 0.614 0.315 1.411
H -0.054 1.904 -0.955
*
```

Summary:
LUMO ... 1.0 eV
Highest occupied orbital energy ... -7.88 eV
Kohn-Sham gap ... 0.32716 Eh

=====

Model iii:
An isolated molecule of C7H8. Source: OMol25; level of theory: ωB97M-V with the def2-TZVPD basis set.

ORCA input file:
```
! RIJCOSX wB97M-V def2-TZVPD def2/J DEFGRID3
* xyz 0 1
C -0.416 -1.719 -0.477
C -0.198 -0.381 0.241
C 0.411 0.692 -0.717
C 1.670 1.232 -0.197
C 2.705 1.625 0.274
C -1.449 0.087 0.854
C -2.484 0.449 1.353
H -1.129 -1.606 -1.300
H 0.533 -2.086 -0.883
H -0.810 -2.467 0.216
H 0.523 -0.545 1.050
H 0.592 0.241 -1.700
H -0.304 1.507 -0.877
H 3.622 1.976 0.695
H -3.398 0.769 1.803
*
```

Summary:
LUMO ... 1.0 eV
Highest occupied orbital energy ... -9.88 eV
Kohn-Sham gap ... 0.40107 Eh
Structure (SMILES) ... C#CC[C@H](C)C#C

=====

Model iv:
An isolated molecule of C7H8. Source: OMol25; level of theory: ωB97M-V with the def2-TZVPD basis set.

ORCA input file:
```
! RIJCOSX wB97M-V def2-TZVPD def2/J DEFGRID3
* xyz 0 1
C -1.298 0.570 -1.160
C -0.407 -0.101 -0.105
C 0.896 -0.715 -0.688
C 1.505 -1.507 0.351
C 1.809 -2.160 1.333
C -0.087 0.934 0.878
C -0.041 1.927 1.554
H -0.735 1.318 -1.726
H -1.713 -0.175 -1.843
H -2.127 1.086 -0.662
H -1.007 -0.866 0.404
H 0.707 -1.366 -1.542
H 1.561 0.101 -0.976
H 1.205 -1.915 2.191
H -0.271 2.868 1.991
*
```

Summary:
LUMO ... 0.9 eV
Highest occupied orbital energy ... -9.98 eV
Kohn-Sham gap ... 0.40015 Eh
Structure (SMILES) ... C#CC[C@H](C)C#C

=====

In terms of stability, model iii leads; the second structure lies 1.248 eV higher.